The following is a DFT calculation (the ωB97M-V functional and the def2-TZVPD basis) of a single C3H2ClFO2 molecule.

Results
gap between HOMO and LUMO = 0.33732 hartree
HOMO level = -10.29 eV
charge = 0
lowest unoccupied orbital energy = -1.11 eV
ΔE to the lowest compared entry with this formula, charge and spin = 19.1 kcal/mol
structure (SMILES) = O=CC(=O)[C@@H](F)Cl
E_tot = -22476.86697 eV

```
9
Properties=species:S:1:pos:R:3:mulliken_charge:R:1
O -2.391 -0.634 -0.695 -0.38
C -1.264 -0.718 -0.327 0.02
C -0.413 0.552 -0.012 0.54
O -0.867 1.663 -0.109 -0.46
C 1.040 0.311 0.390 0.06
F 1.038 -0.645 1.341 -0.21
Cl 2.019 -0.100 -1.038 -0.12
H -0.685 -1.708 -0.352 0.27
H 1.522 1.279 0.802 0.28
```